DFT (wB97M-V/def2-TZVPD) results for a 7-piece molecular cluster, C58H75F2N10O8S2 overall.

The calculation puts the HOMO-LUMO gap at 1.5 eV. The calculation puts the strongest force on any atom at 11.66 eV Å⁻¹. Its total energy is -4398.68962 a.u. For the HOMO energy, the calculation gives -0.484 hartree. As for the charge: +5.

Element x y z (Å)
C 13.41189 6.11875 20.95022
C 14.31445 7.17534 21.53341
C 15.65041 7.21484 20.76472
C 15.57389 7.90569 19.38822
C 15.00384 9.32560 19.55119
C 13.75098 9.39728 20.40118
N 13.71710 8.51851 21.54835
O 12.64167 8.68970 22.37047
C 12.59258 8.97663 19.37541
C 13.61376 10.87041 20.81925
C 14.68887 6.75795 23.01822
H 12.48168 5.96339 21.49550
H 13.87268 5.13818 20.82042
H 13.13918 6.31512 19.91091
H 15.95263 6.20228 20.49730
H 16.45132 7.71402 21.31384
H 14.90349 7.37754 18.70946
H 16.55921 7.96802 18.92838
H 14.79663 9.62346 18.52377
H 15.79184 9.95345 19.97452
H 11.64374 8.57077 19.72452
H 12.95074 8.32452 18.58084
H 12.29883 9.91355 18.89697
H 12.67229 11.05722 21.33767
H 13.55761 11.52520 19.94750
H 14.47410 11.22347 21.39002
H 13.81236 6.34879 23.51621
H 15.00208 7.63387 23.59018
H 15.53760 6.07785 22.97633
O 13.91805 13.72664 22.39641
C 15.20099 13.99252 22.74662
O 16.09534 13.37463 22.11360
O 15.40083 14.85320 23.63955
H 14.26354 13.12045 21.71645
C 26.00937 12.44651 18.44576
N 24.64770 12.89844 18.81215
C 24.35509 13.14364 20.10053
C 23.07997 13.62527 20.41537
C 22.09741 13.82709 19.44689
C 22.50689 13.61125 18.10892
C 23.76384 13.09315 17.82792
C 20.82039 14.45930 19.80426
C 20.06806 13.96456 20.89005
C 18.88511 14.56492 21.24416
N 18.39938 15.65012 20.56197
C 19.02653 16.12486 19.48159
C 20.23959 15.53717 19.11700
C 17.30310 16.46786 21.16238
H 26.57795 13.36213 18.61886
H 26.08825 12.14144 17.40671
H 26.40668 11.73063 19.16233
H 25.08223 12.94326 20.87327
H 22.86087 13.90469 21.43642
H 21.79894 13.73703 17.30158
H 24.08215 12.75145 16.85416
H 20.44607 13.21146 21.56692
H 18.44155 14.31146 22.19543
H 18.59418 16.95753 18.94434
H 20.78416 15.92267 18.26594
H 17.66339 17.49396 21.18229
H 17.04722 16.10808 22.15785
H 16.47237 16.28376 20.48080
C 10.80309 15.08625 29.26768
N 11.78584 14.22887 28.46947
C 12.58731 13.32291 29.09305
C 13.54009 12.66600 28.34202
C 13.61702 12.82572 26.95931
C 12.81415 13.80744 26.37425
C 11.96363 14.56699 27.15158
C 14.55272 12.03553 26.09678
C 15.92252 12.32060 26.11415
C 16.77818 11.81121 25.14541
N 16.30994 10.97232 24.22629
C 15.00058 10.59686 24.19751
C 14.10667 11.15996 25.09705
C 17.24700 10.42749 23.22345
H 11.04519 15.01014 30.32444
H 9.86984 14.61187 28.97433
H 11.05625 16.07748 28.89967
H 12.27925 13.08364 30.10045
H 14.21852 12.06958 28.93720
H 12.98957 13.93271 25.31320
H 11.35995 15.40251 26.83010
H 16.32176 13.09148 26.75896
H 17.82817 12.05021 25.07408
H 14.71418 10.01227 23.33330
H 13.07353 10.84180 25.12241
H 18.27859 10.44080 23.57015
H 17.26580 11.08027 22.34909
H 16.91431 9.42488 22.96468
C 19.67907 15.91886 33.35021
N 18.82450 16.21867 32.19218
C 19.41090 16.38702 31.00984
C 18.64526 16.54587 29.85284
C 17.25064 16.41802 29.90435
C 16.70392 16.29475 31.18813
C 17.50009 16.11824 32.29804
C 16.44199 16.59301 28.73637
C 16.91437 16.24925 27.42586
C 16.26598 16.61761 26.25999
N 15.09564 17.22765 26.38912
C 14.52508 17.58133 27.58447
C 15.14885 17.22869 28.73189
C 14.25634 17.56583 25.21343
H 20.12259 16.89872 33.52561
H 20.29892 15.05927 33.10569
H 19.11104 15.63779 34.23481
H 20.47441 16.57897 31.01807
H 19.17155 16.68077 28.91992
H 15.63674 16.28444 31.35828
H 17.10713 16.02971 33.30001
H 17.94590 15.93145 27.36167
H 16.58750 16.38901 25.25454
H 13.52375 17.98209 27.55501
H 14.64190 17.50953 29.64538
H 13.73825 18.52317 25.26401
H 13.47508 16.83153 25.00810
H 14.89115 17.61867 24.33008
C 6.27875 13.43735 20.46699
N 7.50558 14.28680 20.53666
C 8.13459 14.71720 19.41008
C 9.29529 15.47789 19.52300
C 9.89387 15.76537 20.76801
C 9.18711 15.31193 21.87560
C 8.02094 14.57363 21.73719
C 11.13591 16.59153 20.93404
C 11.20687 17.78728 20.22157
C 12.33639 18.59003 20.27946
N 13.41155 18.12191 20.92427
C 13.42090 16.91588 21.50370
C 12.25634 16.16325 21.64414
C 14.59075 18.97692 21.04599
H 5.61300 13.79953 19.68525
H 5.67827 13.33570 21.36822
H 6.63715 12.44499 20.19385
H 7.55202 14.52077 18.52131
H 9.74361 15.78890 18.58873
H 9.62115 15.61940 22.81673
H 7.57141 14.02818 22.55449
H 10.29027 18.07806 19.72823
H 12.48883 19.50277 19.72147
H 14.29962 16.60583 22.05313
H 12.33457 15.19654 22.11946
H 14.20686 19.98239 21.21122
H 15.16472 18.98291 20.11820
H 15.20945 18.65803 21.88108
N 16.25196 16.09057 18.07071
S 14.62996 15.67363 17.96080
O 14.16652 14.63434 17.05913
O 13.70336 16.66953 18.40279
F 14.64519 14.76527 19.30777
S 16.10051 16.87974 16.81025
O 15.61858 18.22925 16.98240
O 15.84788 16.23494 15.52231
F 17.72495 17.07504 16.68397

Atomic partial charges in e from the Mulliken method, atoms 1 to 6: C -1.728; C 1.081; C -0.929; C -0.876; C -1.371; C 1.948